No. 1
113
Properties=species:S:1:pos:R:3:forces:R:3:mulliken_charge:R:1 method="wB97M-V/def2-TZVPD" homo_lumo_gap_ev="4.89 / 3.72" largest_force_ev_per_a=3.30 charge=0 e_homo_ev="-5.85 / -4.67" e_lumo_ev="-1.0 / -0.9"
Sc 9.9291 20.1602 14.4408 1.1 2.0 -1.3 -1.13
C 5.9897 18.8972 16.8343 -0.7 -0.7 -0.3 -2.04
C 7.2355 19.7476 16.6016 0.5 -0.4 0.4 1.42
C 7.8768 20.2261 17.9553 -1.6 1.3 -1.0 -1.52
C 7.1484 20.8998 15.5571 0.3 -0.2 -0.7 0.80
C 5.7923 21.4717 15.1398 -0.9 0.4 0.2 -0.35
O 5.5961 21.1052 13.7525 2.0 -0.5 0.0 -0.45
C 6.8251 20.5977 13.3269 -1.3 0.7 1.5 0.53
N 7.7248 20.4374 14.2278 -1.3 0.1 0.0 0.26
C 6.8266 20.3679 11.8921 0.3 0.0 -2.0 0.30
C 5.5685 20.2420 11.2336 0.8 -0.4 0.7 -0.95
C 5.4949 20.0821 9.8709 1.3 0.5 0.0 -0.82
C 6.6665 20.0864 9.0995 0.3 0.0 0.3 -0.85
C 7.9297 20.1955 9.6848 -1.8 -0.1 1.1 -0.79
C 8.0009 20.3771 11.0955 -0.5 -0.5 -1.4 0.39
P 9.6895 20.5522 11.6733 1.1 -0.5 2.0 1.65
C 10.5685 19.0904 11.0527 -0.7 -1.0 -0.4 0.21
C 9.8122 17.9547 10.7007 0.0 -0.2 -0.1 -0.46
C 10.4714 16.8169 10.2028 -1.5 -0.1 0.2 -0.64
C 11.8394 16.7953 10.0633 0.5 -1.5 -0.3 -0.63
C 12.5789 17.8761 10.4796 1.5 1.1 0.0 -0.60
C 11.9721 19.0220 10.9755 -1.0 -0.5 0.0 -0.67
C 10.4514 21.8917 10.7794 -0.3 1.3 -0.3 0.90
C 10.4335 23.1220 11.4574 0.7 -0.3 -1.7 -0.68
C 10.9369 24.2571 10.7818 -1.1 0.4 1.7 -0.40
C 11.3753 24.2510 9.4796 1.0 -1.4 0.4 -0.80
C 11.4930 22.9976 8.8872 -0.8 -0.9 -0.7 -0.58
C 10.9573 21.8386 9.4780 0.4 1.1 0.4 -0.36
H 6.2336 18.1754 17.6310 -0.1 0.0 -0.4 0.53
H 5.6919 18.3186 15.9096 0.4 0.6 0.9 0.28
H 5.0865 19.3981 17.1744 0.0 0.4 0.1 0.47
H 7.8900 18.9470 16.2207 0.3 0.7 -0.2 -0.53
H 7.4097 21.2381 18.1902 1.0 -1.1 0.0 0.24
H 9.5351 20.7094 16.8668 0.4 -0.1 0.9 -1.40
H 7.6306 19.5299 18.7466 0.3 0.0 0.2 0.52
H 7.7837 21.7319 15.8565 0.0 -0.2 0.1 0.07
H 5.7045 22.5909 15.2087 0.3 -1.1 0.0 0.22
H 4.9658 21.0114 15.6789 0.0 0.2 0.1 0.33
H 4.6617 20.2009 11.8173 0.0 0.2 0.1 0.53
H 4.5446 20.0357 9.3958 -0.6 -0.2 -0.3 0.44
H 6.5756 20.0041 8.0321 0.0 -0.1 -0.3 0.45
H 8.8353 20.0372 9.1103 -0.2 0.4 0.0 0.33
H 8.6965 17.9472 10.8145 1.3 0.0 -0.2 0.31
H 9.8503 15.9436 9.9411 0.5 0.5 0.1 0.39
H 12.3292 15.8689 9.6824 -0.4 1.0 0.3 0.35
H 13.6877 17.9243 10.3861 -1.0 -0.4 0.1 0.38
H 12.5718 19.8332 11.3239 0.3 0.6 0.0 0.66
H 10.0052 23.1148 12.4435 0.2 0.6 0.4 0.08
H 10.9268 25.1794 11.3473 0.0 0.2 -0.1 0.45
H 11.8269 25.1133 9.0152 -0.2 0.2 0.0 0.38
H 11.9160 22.8886 7.8908 0.0 0.1 0.1 0.38
H 10.9561 20.9113 8.9497 0.2 -0.5 -0.3 0.33
O 9.8378 24.1038 14.7011 0.1 0.2 -0.3 -0.74
C 10.3891 23.1583 15.2109 -0.6 -1.2 0.3 0.28
O 9.7864 21.9582 15.3227 0.0 0.6 -0.3 0.32
C 11.6865 23.1840 15.9108 1.1 0.3 0.4 0.75
C 12.0958 24.4105 16.4386 -1.4 -0.7 -1.0 -0.80
C 13.1876 24.3653 17.3084 0.6 -0.6 1.3 -0.57
C 13.7363 23.1846 17.8373 -1.3 1.6 -0.4 -0.63
C 13.2005 21.9987 17.3619 2.0 -1.9 1.8 -0.34
C 12.3877 21.9898 16.2240 -2.4 0.9 -0.6 0.39
O 12.1429 20.8640 15.4233 1.9 0.0 -0.5 0.45
N 13.4711 20.8349 18.1785 -0.7 2.5 -0.4 1.13
O 14.0296 20.9870 19.2853 0.3 -0.3 -0.3 -0.83
O 12.9891 19.7699 17.7775 -0.3 -1.5 -0.2 -0.71
N 13.5866 25.5731 17.9791 0.1 0.8 -0.8 0.99
O 12.9714 26.6072 17.6182 1.6 -1.3 1.4 -0.63
O 14.5160 25.4658 18.7874 -1.2 1.4 -0.6 -0.65
H 11.4306 25.2679 16.1823 1.2 -0.6 0.5 0.45
H 14.3872 23.2265 18.7193 -0.3 -0.2 -0.7 0.55
C 10.1155 9.2109 22.5928 -1.4 1.3 0.1 -0.82
O 9.5421 10.4801 23.0770 0.6 -1.5 -0.3 -0.45
C 9.9680 11.5734 22.4115 -0.5 0.5 -0.5 0.83
C 9.9926 12.7616 23.1401 0.2 -0.5 -0.1 -0.54
C 10.3263 13.9675 22.5346 -0.6 0.0 -0.3 -0.56
C 10.3524 13.9866 21.1576 1.1 -2.1 -1.2 0.01
C 10.4366 12.7374 20.4008 -0.3 2.3 1.0 -0.98
C 10.2439 11.5526 21.0146 0.1 -0.8 0.7 -0.07
C 10.4076 15.1360 20.3081 -0.2 2.1 -0.2 0.18
N 10.5666 15.0589 19.0035 -0.3 -0.1 0.7 -0.81
C 10.4096 16.3248 18.5506 0.3 0.3 0.8 0.31
C 10.2377 17.2479 19.5697 0.0 -3.2 0.6 -0.03
N 10.1668 16.4598 20.7175 0.6 -0.8 -0.2 -0.05
C 10.1359 18.6074 19.3876 -1.1 2.6 0.9 1.09
C 10.0777 19.5618 20.4212 -0.3 -0.4 0.3 -1.23
C 10.1512 20.9367 20.0631 -1.0 -0.4 -0.5 -0.91
C 9.9498 21.3335 18.7824 0.5 0.1 0.9 -0.50
N 9.3959 20.3451 17.8431 -0.7 -0.1 -0.9 2.64
C 9.9461 18.9816 18.0410 0.5 -0.8 -1.9 0.18
C 10.1361 18.0581 16.9378 0.8 2.1 -0.8 -1.02
N 10.2268 18.5074 15.5857 0.1 -2.0 2.6 1.38
C 10.4549 17.5922 14.6111 -0.7 0.8 1.0 -0.86
C 10.4336 16.2482 14.8474 0.5 -1.4 0.0 -1.16
C 10.4955 15.7754 16.1695 -0.6 1.1 -1.3 -0.69
C 10.4048 16.6862 17.1986 -0.2 0.6 -0.4 0.78
H 9.8206 8.4986 23.3481 -0.2 -0.4 -0.2 0.25
H 11.1750 9.3084 22.5789 1.0 0.0 -0.1 0.39
H 9.7483 8.9846 21.5731 0.0 -0.1 0.7 0.26
H 9.6804 12.7302 24.1711 0.3 -0.1 0.3 0.43
H 10.5224 14.8601 23.1329 -0.4 -0.2 -0.2 0.38
H 10.6495 12.8329 19.3460 -0.2 -0.1 0.0 0.46
H 10.2951 10.6389 20.4065 -0.1 0.4 0.6 0.19
H 9.9954 16.7476 21.6835 0.2 0.0 -0.8 0.25
H 9.9964 19.2911 21.4912 0.4 0.0 -0.9 0.28
H 10.2321 21.7013 20.8279 0.6 -0.1 -0.1 0.48
H 10.2185 22.3161 18.4347 -0.3 0.0 -0.5 0.44
H 10.6623 17.9873 13.6181 -0.2 0.0 -0.4 0.76
H 10.3992 15.5543 14.0098 0.3 0.1 0.2 0.53
H 10.5280 14.7313 16.3722 0.2 -0.6 0.2 0.67
Cl 14.3650 21.6620 14.0023 -0.8 -1.3 0.8 -0.24
C 13.4553 20.3788 15.0262 -0.8 0.7 0.7 -0.46
H 13.9696 20.1490 15.9794 0.2 0.2 -1.1 0.61
H 13.2658 19.5052 14.4325 0.2 -0.3 -0.5 0.23

***

No. 2
111
Properties=species:S:1:pos:R:3:forces:R:3:mulliken_charge:R:1 method="wB97M-V/def2-TZVPD" homo_lumo_gap_ev=3.87 largest_force_ev_per_a=2.44 charge=-2 e_homo_ev=-0.64 e_lumo_ev=3.2
Cs 0.3699 0.8738 -0.1459 0.1 -2.1 -1.2 1.66
O -1.7310 -1.4899 2.2910 -0.1 0.0 0.0 -1.03
S -2.5758 -0.9435 1.1786 0.3 0.0 0.0 1.43
C -3.8891 -0.0116 2.0025 0.0 -0.1 0.0 -0.40
C -5.2323 -0.2172 1.7203 -0.1 0.0 0.0 -0.12
C -6.2005 0.4922 2.4151 0.0 0.0 0.0 -1.03
C -5.8207 1.3817 3.4076 -0.1 0.0 0.0 -0.90
C -4.4771 1.6046 3.6540 0.0 0.1 0.1 0.27
C -3.4823 0.9482 2.9357 0.1 -0.1 0.0 -0.97
P -1.6837 1.3903 3.0380 -0.1 0.0 0.0 2.06
C -1.2106 0.6591 4.6460 -0.1 0.0 0.0 1.08
C -2.0863 0.0921 5.5639 0.0 -0.1 0.0 -1.00
C -1.6129 -0.4499 6.7484 0.0 0.0 0.1 -0.70
C -0.2564 -0.4170 7.0385 0.0 0.0 0.0 -0.75
C 0.6261 0.1463 6.1265 0.0 0.0 0.0 -0.86
C 0.1510 0.6642 4.9314 0.2 -0.1 0.1 -0.66
C -1.8066 3.1511 3.5678 -0.1 -0.1 -0.2 0.69
C -0.8729 3.6921 4.4403 0.1 0.0 0.2 -0.69
C -0.8724 5.0455 4.7338 0.0 0.1 0.0 -0.63
C -1.8029 5.8923 4.1543 0.0 0.0 0.0 -0.71
C -2.7305 5.3684 3.2658 0.0 0.1 0.0 -0.84
C -2.7247 4.0152 2.9725 0.0 0.1 0.0 -0.40
C -3.5384 -2.3230 0.5698 -0.2 0.0 0.3 -1.08
C -4.1610 -3.1331 1.5119 -0.1 -0.1 -0.2 0.01
C -4.9363 -4.1939 1.0738 0.1 0.1 0.1 -1.02
C -5.0819 -4.4109 -0.2934 -0.1 -0.1 0.1 -0.86
C -4.4203 -3.6180 -1.2113 0.0 0.0 -0.3 0.07
C -3.6019 -2.5635 -0.8022 0.4 0.1 0.2 -0.41
P -2.3002 -1.7053 -1.8441 -0.4 -0.1 -0.3 1.06
C -3.2450 -0.2114 -2.3738 0.0 -0.2 0.1 0.77
C -2.6252 0.8059 -3.0911 0.0 0.1 -0.1 0.76
C -3.3636 1.8529 -3.6227 0.0 0.1 0.0 -0.25
C -4.7329 1.9146 -3.4232 0.0 0.0 0.0 -0.88
C -5.3607 0.9269 -2.6772 0.0 0.0 0.0 -0.61
C -4.6215 -0.1298 -2.1663 -0.2 0.0 0.1 -0.57
C -2.4469 -2.7474 -3.3479 0.1 0.0 0.0 0.90
C -2.7542 -2.2303 -4.6017 0.0 0.0 0.0 -0.57
C -2.7903 -3.0608 -5.7117 0.0 0.0 0.0 -0.56
C -2.5336 -4.4165 -5.5810 0.0 0.0 -0.1 -0.71
C -2.2108 -4.9389 -4.3381 0.0 0.0 0.0 -0.88
C -2.1496 -4.1047 -3.2358 0.0 0.0 0.0 -0.21
H -5.5285 -0.9296 0.9617 0.0 0.0 0.0 0.28
H -7.2465 0.3316 2.1876 0.0 0.0 0.0 0.46
H -6.5670 1.9191 3.9787 0.0 0.0 0.0 0.38
H -4.1867 2.3312 4.4040 0.0 0.0 0.0 0.62
H -3.1458 0.0572 5.3481 0.0 0.0 0.0 0.24
H -2.3090 -0.8987 7.4476 0.0 0.0 0.0 0.41
H 0.1125 -0.8364 7.9663 0.0 0.0 0.0 0.37
H 1.6901 0.1642 6.3267 0.0 0.0 0.0 0.45
H 0.8502 1.0663 4.2068 0.0 0.0 -0.1 0.59
H -0.1167 3.0648 4.8945 -0.1 0.1 0.0 0.27
H -0.1208 5.4387 5.4061 0.0 0.0 0.0 0.40
H -1.7889 6.9520 4.3738 0.0 0.0 0.0 0.36
H -3.4497 6.0133 2.7753 0.0 0.0 0.0 0.40
H -3.4374 3.6420 2.2504 0.0 0.0 0.0 0.52
H -4.0237 -2.9264 2.5653 0.0 0.0 0.0 0.56
H -5.4236 -4.8454 1.7877 0.0 0.0 0.0 0.41
H -5.6982 -5.2286 -0.6476 0.0 0.0 0.0 0.43
H -4.5134 -3.8381 -2.2691 0.0 0.0 0.1 0.61
H -1.5683 0.7927 -3.3185 0.0 0.0 0.0 -0.84
H -2.8235 2.5866 -4.2105 0.0 0.0 0.0 0.15
H -5.3098 2.7278 -3.8476 0.0 0.0 0.0 0.35
H -6.4311 0.9580 -2.5084 0.0 0.0 0.0 0.36
H -5.1431 -0.9107 -1.6284 0.0 0.0 0.0 0.25
H -2.9328 -1.1716 -4.7331 0.0 0.0 0.0 0.40
H -2.9965 -2.6314 -6.6833 0.0 0.0 0.0 0.42
H -2.5489 -5.0598 -6.4521 0.0 0.0 0.0 0.33
H -1.9646 -5.9871 -4.2303 0.0 0.0 0.0 0.40
H -1.8871 -4.5300 -2.2736 0.0 0.0 0.0 0.46
Se 1.4901 -3.1561 -3.8308 -0.2 0.2 0.0 -0.82
Te 0.6554 -0.8598 -3.2825 0.5 -0.3 -0.5 0.53
Te 0.4873 0.3459 -5.7718 -0.2 0.1 0.0 -0.36
Se -0.2347 2.6927 -5.1862 0.2 -0.2 0.0 -0.71
O 0.8512 4.8223 0.9307 0.1 0.2 0.0 -0.87
C 0.2246 3.7606 0.9507 -0.2 0.4 0.0 0.08
O 0.5466 2.6697 1.4821 0.1 1.4 1.3 -0.59
C -1.1480 3.7958 0.2099 0.0 0.2 0.1 0.39
C -1.5046 4.9828 -0.4232 0.0 0.0 0.1 -0.97
C -2.7586 5.0948 -0.9908 0.0 0.1 0.0 -0.78
C -3.6206 4.0128 -0.9219 -0.1 -0.1 0.0 -0.85
C -3.1691 2.8537 -0.3154 -0.1 0.0 -0.1 -0.20
N -1.9661 2.7374 0.2395 0.2 0.2 0.1 1.07
H -0.7833 5.7853 -0.4235 0.0 0.0 0.0 0.59
H -3.0575 6.0108 -1.4857 0.0 0.0 0.0 0.43
H -4.6119 4.0394 -1.3534 0.0 0.0 0.0 0.49
H -3.8080 1.9747 -0.2752 0.0 0.0 0.0 0.17
N 0.2398 -3.7980 -0.5178 0.1 0.0 0.0 0.90
C 0.6337 -5.0593 -0.7536 0.0 0.0 -0.1 -0.28
C 1.6616 -5.3193 0.1226 0.0 -0.1 -0.1 -1.32
C 1.8356 -4.1108 0.8162 0.0 0.1 0.2 0.00
N 0.9724 -3.1930 0.4184 -0.1 0.1 0.1 -0.22
H -0.3641 -3.2242 -1.0892 0.0 0.0 -0.1 -0.47
H 0.1987 -5.6299 -1.5536 0.0 -0.1 0.0 0.43
H 2.2335 -6.2254 0.2071 0.0 -0.1 0.0 0.34
H 2.5565 -3.8673 1.5793 0.0 0.0 0.1 0.34
N 0.9781 -1.8435 3.1670 -0.1 0.0 0.1 0.45
C 2.2319 -1.4679 2.8947 -0.4 0.1 -0.2 0.33
N 2.6046 -0.8848 1.8005 0.2 -0.1 0.2 0.19
C 3.9764 -0.7178 1.7986 0.0 0.1 -0.2 -0.45
C 4.6993 -0.1680 0.7405 0.0 0.0 0.1 -0.65
C 6.0683 -0.0365 0.8623 0.1 0.0 0.0 -0.62
C 6.7328 -0.4454 2.0209 0.0 0.0 -0.1 -0.47
C 6.0301 -1.0012 3.0759 0.0 0.0 0.1 -0.62
C 4.6573 -1.1364 2.9509 0.0 0.0 0.0 0.90
S 3.5027 -1.8129 4.0691 0.2 0.0 0.1 -0.43
H 0.2301 -1.7150 2.4928 0.0 0.0 0.0 -0.24
H 0.7185 -2.1115 4.0974 0.0 0.0 0.0 0.19
H 4.1773 0.1335 -0.1576 0.0 0.0 0.0 0.51
H 6.6339 0.3868 0.0427 0.0 0.0 0.0 0.38
H 7.8066 -0.3334 2.0934 0.0 0.0 0.0 0.36
H 6.5474 -1.3245 3.9697 0.0 0.0 0.0 0.37

***

- The highest charge belongs to which entry?
  C52H42ClN7O9PSc

***

- The lowest charge belongs to which entry?
  C52H42CsN5O3P2S2Se2Te2

***

- Among the records above, which one has the lowest charge?
  C52H42CsN5O3P2S2Se2Te2

***

- Among the records above, which one has the lowest charge?
  C52H42CsN5O3P2S2Se2Te2